DFT (ωB97M-V/def2-TZVPD) results for a structure of composition C32H23O5PS2Ti in a non-equilibrium geometry.

E_LUMO (spin up / spin down) = 2.5 / 2.5 eV
HOMO level (spin up / spin down) = -4.277 / -4.283 eV
total charge = -1
E = -3596.9229 hartree
energy above the lowest of the compared OMol25 structures with the same formula, charge and spin = 0.0 kcal per mole
multiplicity = 2

```
64
C32H23O5PS2Ti | OMol25 | ωB97M-V/def2-TZVPD
Ti 1.3745 1.6572 -0.5248
O 0.3211 2.3178 -2.4695
C 0.5985 1.1273 -2.7244
O 1.6945 0.5996 -2.3368
C -0.4313 0.2157 -3.3160
C -1.0604 0.5719 -4.5055
C -1.9813 -0.2811 -5.0872
C -2.2897 -1.4872 -4.4676
C -1.6881 -1.8211 -3.2656
C -0.7556 -0.9765 -2.6653
P -0.0015 -1.3803 -1.0269
C -1.4553 -1.8211 -0.0136
C -2.7527 -1.3825 -0.2617
C -3.7675 -1.6189 0.6574
C -3.5010 -2.2945 1.8379
C -2.2061 -2.7216 2.1038
C -1.1928 -2.4771 1.1921
C 0.7328 -3.0024 -1.4520
C 0.0872 -4.2305 -1.3392
C 0.7326 -5.4005 -1.7156
C 2.0276 -5.3538 -2.2112
C 2.6802 -4.1333 -2.3206
C 2.0414 -2.9648 -1.9349
H -0.8113 1.5195 -4.9656
H -2.4571 -0.0094 -6.0211
H -3.0053 -2.1648 -4.9169
H -1.9496 -2.7550 -2.7817
H -2.9760 -0.8326 -1.1667
H -4.7687 -1.2622 0.4480
H -4.2922 -2.4763 2.5545
H -1.9788 -3.2302 3.0323
H -0.1784 -2.7806 1.4273
H -0.9225 -4.2767 -0.9486
H 0.2205 -6.3503 -1.6199
H 2.5306 -6.2669 -2.5047
H 3.6951 -4.0894 -2.6952
H 2.5530 -2.0112 -2.0048
S 2.3307 0.4610 1.3393
C 3.7196 1.4397 1.7996
C 4.3662 1.1675 3.0071
C 5.4711 1.8953 3.4150
C 5.9503 2.9208 2.6085
C 5.3162 3.2029 1.4108
C 4.2000 2.4773 0.9855
S 3.4623 2.8824 -0.5586
H 3.9817 0.3672 3.6282
H 5.9518 1.6654 4.3585
H 6.8134 3.5019 2.9111
H 5.6785 4.0033 0.7768
O -0.6500 4.9973 2.2317
C -1.6380 4.1091 2.4267
C -2.6584 4.4530 3.3155
C -3.6916 3.5710 3.5604
C -3.7388 2.3282 2.9314
C -2.7355 1.9864 2.0475
C -1.6851 2.8644 1.7800
C -0.6296 2.4554 0.8283
O 0.3743 3.2165 0.6219
O -0.6948 1.3550 0.2259
H -0.0007 4.5857 1.6187
H -2.6087 5.4168 3.8047
H -4.4725 3.8521 4.2572
H -4.5473 1.6392 3.1371
H -2.7317 1.0289 1.5418
```